1.
Computed, not measured: the molecule C24H34N2O2, with ωB97M-V with the def2-TZVPD basis set.

CARTESIAN COORDINATES (ANGSTROEM)
C -0.276221 -6.640128 0.092940
C -0.326193 -5.143071 0.141944
C 0.218989 -4.451712 1.218024
C 0.158031 -3.074248 1.276481
C -0.449133 -2.337668 0.263688
C -0.988430 -3.026847 -0.812303
C -0.928603 -4.409422 -0.868638
H -1.355832 -4.923800 -1.718310
H -1.460856 -2.493535 -1.622798
C -0.448695 -0.831449 0.381161
C 0.943065 -0.291864 0.132189
C 1.698531 -0.742466 -0.944373
C 2.949354 -0.224147 -1.193167
C 3.486079 0.770728 -0.373035
C 2.734767 1.223462 0.705079
C 1.478548 0.692374 0.944684
H 0.907535 1.063932 1.784377
H 3.104407 1.993270 1.364473
O 4.721600 1.212339 -0.731042
C 5.378311 2.215159 0.029806
C 6.442651 2.815595 -0.884010
H 7.141657 2.041858 -1.190126
H 5.976457 3.231289 -1.773172
H 6.983004 3.601429 -0.363845
C 6.008892 1.620203 1.290076
H 5.255623 1.138836 1.909159
H 6.748746 0.874208 1.009483
H 6.494844 2.401495 1.868464
H 4.660324 3.001576 0.304395
H 3.538615 -0.568232 -2.028718
H 1.302381 -1.511696 -1.591207
H -0.729347 -0.578596 1.411190
C -1.434676 -0.129881 -0.569066
C -1.497836 1.354257 -0.252310
O -0.996989 2.209012 -0.953011
N -2.118491 1.626929 0.919762
H -2.672563 0.899225 1.342920
C -2.419159 2.975715 1.331941
C -3.916442 3.283801 1.257530
H -4.447923 2.681629 1.996654
H -4.067204 4.334449 1.509735
C -4.482848 3.014617 -0.139144
N -4.659400 1.589319 -0.388934
C -4.553322 1.272266 -1.799150
H -4.650291 0.194585 -1.928815
H -5.329184 1.764364 -2.405901
H -3.574481 1.579521 -2.162934
C -5.906452 1.093975 0.155600
H -5.963598 1.321059 1.218595
H -5.944852 0.011867 0.032624
H -6.788175 1.532689 -0.339112
H -3.775239 3.404441 -0.873399
H -5.434293 3.559075 -0.264512
H -2.060749 3.131992 2.356457
H -1.862073 3.632438 0.659353
H -2.430682 -0.563887 -0.464223
H -1.093898 -0.233873 -1.599106
H 0.593650 -2.553617 2.117948
H 0.696582 -5.001834 2.016631
H -0.453917 -7.002975 -0.916523
H 0.690860 -7.004609 0.433684
H -1.041033 -7.061843 0.746197

Forces on the atoms, in the same order (eV/Å):
-0.052 0.008 0.051
-0.018 0.008 -0.109
-0.009 0.057 -0.002
-0.041 -0.047 -0.012
-0.167 -0.038 0.064
-0.006 0.164 0.096
0.061 -0.149 0.036
-0.030 -0.064 -0.078
-0.066 0.095 -0.083
0.036 0.044 -0.156
-0.006 0.102 0.288
0.077 0.106 0.048
0.126 0.115 0.007
-0.219 -0.155 0.003
0.387 0.226 -0.041
-0.105 -0.181 -0.111
-0.084 0.025 0.076
0.084 0.048 0.034
-0.015 -0.077 -0.147
0.370 0.284 0.282
-0.431 -0.160 0.128
0.108 -0.077 -0.021
-0.004 0.065 -0.087
0.074 0.079 0.048
-0.328 0.051 -0.289
-0.019 -0.034 0.098
0.091 -0.064 -0.027
0.056 0.072 0.087
0.051 -0.132 -0.066
0.074 -0.045 -0.098
-0.014 -0.103 -0.075
0.048 -0.036 -0.109
0.084 0.068 0.095
-0.089 -0.493 0.086
0.090 0.264 -0.357
0.170 0.035 0.473
0.048 -0.023 -0.192
-0.110 0.237 0.148
0.195 -0.062 -0.318
-0.103 0.045 0.078
-0.033 0.014 0.104
0.024 0.038 0.279
-0.201 -0.034 -0.110
0.024 -0.013 0.067
-0.012 -0.048 -0.081
-0.029 0.013 -0.043
0.034 0.013 -0.102
0.083 0.003 -0.005
-0.074 -0.024 0.061
-0.073 -0.039 0.037
-0.029 0.026 -0.011
-0.027 0.028 -0.039
0.038 -0.022 -0.100
0.018 0.073 -0.125
-0.036 -0.030 0.137
-0.094 -0.026 -0.046
-0.077 0.018 -0.002
0.060 0.070 0.087
0.057 -0.057 0.086
0.004 -0.077 -0.042
0.044 -0.085 -0.005
-0.016 -0.102 0.008

Calculated values
Orbital gap (eV): 8.7
SMILES string: Cc1ccc([C@H](CC(=O)NCCCN(C)C)c2ccc(OC(C)C)cc2)cc1
Total energy (Eh): -1194.9288

2.
Computed, not measured: the molecule C3H2N2O2, with ωB97M-V with the def2-TZVPD basis set.

CARTESIAN COORDINATES (ANGSTROEM)
O -1.317667 0.121003 -1.454700
C -1.543705 -0.403954 -0.405175
C 0.626043 2.051354 1.195520
N 0.967222 1.054471 0.663565
C 1.369227 -0.092506 0.022876
N 0.651100 -1.122460 -0.176115
O -0.625672 -0.998451 0.400359
H -2.517577 -0.489311 0.095057
H 2.391030 -0.120144 -0.341384

Forces on the atoms, in the same order (eV/Å):
-0.099 -0.257 0.485
0.038 0.220 -0.376
0.327 -0.943 -0.492
-0.349 0.908 0.495
-0.069 -0.327 -0.128
0.381 0.352 0.037
-0.174 0.022 0.026
0.077 0.022 -0.075
-0.131 0.002 0.029

Calculated values
Orbital gap (eV): 11.0
Total energy (Eh): -375.3982

The M results, record by record, are as follows: 382.5 98.1 g/mol.
The LUMO level results, record by record, are as follows: 0.750 -0.240 eV.
The energy relative to the best compared isomer or geometry (same formula, charge and spin) results, record by record, are as follows: 83.99 297.60 kJ/mol.